Entry 1:
# C22H49ClN6O17

A cluster of 8 separate species, C22H49ClN6O17 in total (ωB97M-V/def2-TZVPD, the Open Molecules 2025 dataset).

```
95
Properties=species:S:1:pos:R:3:forces:R:3:mulliken_spin:R:1
C 6.058400 30.909130 -1.033730 -0.722 0.506 -0.405 0.00
N 5.003520 30.781880 0.079400 0.533 -1.550 0.737 0.00
C 4.059900 29.621450 -0.136670 -0.050 -0.796 -1.316 0.00
C 5.871830 30.387760 1.326530 -0.544 -0.005 -1.703 0.00
C 4.149960 31.939810 0.473680 -0.152 1.946 -0.438 0.00
C 2.980090 32.336790 -0.474340 -0.874 -0.841 -0.282 0.00
O 3.330940 32.356940 -1.838450 1.164 -0.367 -0.122 0.00
H 6.666040 30.004260 -1.024210 -0.010 0.171 0.234 0.00
H 6.623020 31.826910 -0.869470 0.144 -0.249 0.446 0.00
H 5.676230 31.024310 -2.048020 -0.757 -0.198 0.339 0.00
H 3.672870 29.633370 -1.155580 0.086 0.418 -0.046 0.00
H 3.189530 29.606090 0.519320 0.380 0.508 0.332 0.00
H 4.558690 28.654900 -0.065440 0.414 0.216 0.203 0.00
H 5.149330 30.285850 2.136290 0.662 0.227 0.215 0.00
H 6.704300 31.089860 1.372790 -0.509 0.353 0.635 0.00
H 6.339790 29.443730 1.047400 -0.306 -0.193 0.266 0.00
H 4.766110 32.818930 0.662420 0.452 -0.109 -0.357 0.00
H 3.768130 31.697930 1.465540 -0.343 -0.144 -0.266 0.00
H 2.470450 33.282390 -0.289380 0.708 0.311 1.054 0.00
H 2.171820 31.618190 -0.338600 -0.041 -0.428 0.136 0.00
H 2.562320 32.574420 -2.370940 -0.087 0.023 0.018 0.00
Cl 5.781610 25.438160 0.914950 1.943 -3.038 -0.442 0.00
O 6.497050 24.301800 0.358430 -0.168 1.125 -0.372 0.00
O 6.170900 26.690060 0.334270 -0.721 0.462 -0.820 0.00
O 4.374200 25.130140 0.762550 -0.394 1.292 0.407 0.00
O 6.178830 25.501410 2.302610 -1.246 0.706 1.381 0.00
C 9.706780 22.610950 1.097490 -0.523 0.284 -0.289 0.00
N 9.738370 23.816660 2.028950 0.184 0.630 1.613 0.00
O 9.306240 23.641540 3.190330 0.631 0.164 -2.235 0.00
O 10.201590 24.899470 1.645430 -0.858 -2.172 0.156 0.00
H 10.438640 22.741240 0.300310 -0.014 0.086 0.349 0.00
H 8.711130 22.556470 0.657240 -0.022 0.586 -0.022 0.00
H 9.764030 21.654190 1.616550 0.531 0.486 0.473 0.00
C 5.084400 25.401550 -2.689380 -0.369 -0.690 0.136 0.00
N 5.612190 26.760410 -2.817940 2.693 2.292 -0.890 0.00
O 6.821490 26.936130 -2.998150 -1.050 -1.412 0.496 0.00
O 4.885300 27.742230 -2.863630 -1.308 -0.715 0.560 0.00
H 4.640910 25.170360 -3.657870 -0.007 -0.021 0.047 0.00
H 4.320150 25.358210 -1.913400 0.071 0.275 -0.079 0.00
H 5.883370 24.697710 -2.456250 0.043 0.364 -0.083 0.00
C 6.488540 22.747030 4.210640 -0.155 0.751 1.243 0.00
N 6.696230 21.316570 4.214660 -0.427 -1.769 -0.873 0.00
O 6.252070 20.586970 5.101020 0.537 1.184 -0.436 0.00
O 7.235440 20.916870 3.208990 0.654 -0.842 -0.300 0.00
H 7.376840 23.179410 4.671150 -0.203 0.100 0.266 0.00
H 5.597300 22.814600 4.834520 0.041 0.914 -0.203 0.00
H 6.468120 23.145180 3.196160 -0.409 -0.330 0.200 0.00
C 1.235260 26.337570 0.054960 -0.242 -0.038 -1.026 0.00
C 0.507900 27.020560 -1.141490 0.381 0.103 0.661 0.00
C 1.503370 27.116370 -2.264760 0.443 1.292 -0.547 0.00
O 0.950750 27.818660 -3.344710 -0.351 1.438 -1.256 0.00
C 1.775230 27.953810 -4.566730 -1.348 -1.148 1.216 0.00
N -0.722150 26.376590 -1.577460 0.184 -0.273 0.806 0.00
H 2.049810 26.955100 0.433480 -0.102 0.405 0.051 0.00
H 1.772530 25.468310 -0.324280 -0.305 -0.466 0.302 0.00
H 0.545490 26.100400 0.864940 0.020 -0.189 -0.059 0.00
H 0.279580 28.022310 -0.777530 -0.174 0.369 -0.286 0.00
H 1.792640 26.113970 -2.580390 0.443 -0.245 0.054 0.00
H 2.322720 27.770800 -1.967290 0.782 -0.719 0.507 0.00
H 2.781070 28.365720 -4.484860 0.099 -0.271 0.753 0.00
H 1.255150 28.609860 -5.264740 -0.364 -0.302 0.197 0.00
H 1.740090 26.906430 -4.866500 0.759 0.196 -1.023 0.00
H -0.732420 25.422300 -1.246810 -0.179 -0.176 -0.196 0.00
H -0.807630 26.393100 -2.583700 -0.002 0.043 -0.064 0.00
C 8.370210 22.818750 -2.791920 0.402 -1.099 1.363 0.00
C 7.488040 21.556090 -2.782370 0.079 -0.123 -1.403 0.00
C 7.956320 20.513920 -3.840600 -1.507 -0.351 0.163 0.00
O 6.746940 19.734960 -4.218710 1.651 -0.770 -0.890 0.00
C 6.956500 18.707190 -5.258280 -0.642 0.234 0.504 0.00
N 7.437450 20.914490 -1.463540 -0.166 -0.192 0.101 0.00
H 9.286610 22.463420 -2.320690 0.347 0.329 0.242 0.00
H 7.904850 23.523600 -2.102920 0.204 0.345 -0.119 0.00
H 8.708660 23.294810 -3.712210 -0.733 -0.262 -0.240 0.00
H 6.497890 21.840160 -3.138760 -0.333 0.061 0.025 0.00
H 8.708900 19.841260 -3.429210 0.029 -0.023 0.077 0.00
H 8.368950 21.043100 -4.699560 -0.122 -0.078 -0.272 0.00
H 7.005040 19.108790 -6.270440 0.221 0.475 0.110 0.00
H 6.119590 18.009150 -5.278710 -0.618 0.561 0.389 0.00
H 7.750800 17.969120 -5.146770 0.809 0.675 0.623 0.00
H 6.598510 20.354240 -1.414580 0.017 -0.615 -0.389 0.00
H 7.273060 21.503870 -0.659990 0.311 0.899 -0.223 0.00
C 1.682510 29.227670 4.898140 0.014 -0.589 -1.117 0.21
C 1.381940 28.088660 5.586540 -1.561 -1.314 1.270 0.09
C 1.845930 26.695010 5.181000 -0.507 -1.898 1.813 0.07
O 1.472380 25.614790 5.706400 0.991 3.878 -1.497 0.08
C 2.848260 26.761760 4.145420 -0.842 -1.029 -0.168 0.16
C 3.172690 27.918470 3.474420 3.988 -0.851 -3.094 0.19
C 2.627730 29.238530 3.743010 -1.179 3.893 1.583 0.01
O 2.943120 30.350560 3.277250 -0.171 -3.249 0.133 -0.06
O 4.176590 27.833580 2.559560 -2.919 1.696 2.176 0.17
O 0.511680 28.103700 6.601490 1.190 1.103 -1.084 0.07
H 1.152830 30.139090 5.132990 0.252 0.216 0.171 0.00
H 3.214920 25.805230 3.803370 0.468 -0.154 -0.122 0.01
H 4.574350 26.962340 2.625270 1.074 -1.428 -0.493 0.00
H 0.745690 27.404370 7.216120 -0.395 -0.876 0.314 0.00
```
Forces are in eV/Å.

Computed properties:
- multiplicity = 2
- HOMO level (alpha / beta) (eV) = -10.56 / -10.56
- Kohn-Sham gap (alpha / beta) (eV) = 3.354 / 1.395
- net charge = +1

=====

Entry 2:
# C4H15N3P

A structure of composition C4H15N3P (ωB97M-V/def2-TZVPD, the Open Molecules 2025 dataset).

```
23
Properties=species:S:1:pos:R:3:forces:R:3:mulliken_spin:R:1
C -1.909712 1.227398 -0.844539 -1.543 0.098 1.660 0.10
C -0.333993 -1.090955 -1.468535 1.109 -0.076 0.193 0.04
C -0.077823 -1.121909 1.806406 0.389 -2.591 -2.888 0.00
C 1.456914 -0.975664 1.799074 -0.994 2.703 -0.967 0.01
N 0.935294 1.673806 -0.902335 -0.885 2.651 -3.593 1.33
N -0.842059 -0.123124 1.082542 -0.367 -1.612 2.596 0.20
N 1.623794 -0.398927 0.432816 2.954 -2.879 -1.629 0.04
P -0.336970 0.384202 -0.378552 -1.588 -1.040 1.668 0.55
H -2.161815 2.283528 -0.548639 0.614 -1.094 0.834 -0.02
H -1.864398 1.426363 -1.856397 -0.357 -0.402 -2.718 -0.01
H -2.776162 0.514330 -0.513405 1.482 1.301 -0.937 0.01
H 0.530620 -1.173004 -2.151633 -0.117 0.434 0.435 0.00
H -0.171400 -1.951710 -0.738121 -0.990 0.890 -1.266 0.00
H -1.194029 -1.038921 -2.147262 -0.182 -0.641 0.670 0.00
H -0.307188 -2.125792 1.303160 0.354 1.099 0.678 0.01
H -0.461811 -1.223415 2.734773 -1.194 -0.214 3.127 0.01
H 2.030752 -1.894196 1.803767 -0.178 -0.035 0.902 0.00
H 1.759131 -0.146057 2.489632 0.075 -1.352 -0.053 0.01
H 1.341264 1.690713 -1.890627 0.970 0.736 0.280 -0.04
H -1.273937 0.549381 1.700553 -0.084 0.154 -0.331 -0.03
H 2.072786 0.497692 0.443146 0.648 0.185 0.259 -0.03
H 0.365148 2.550658 -0.712920 1.589 -0.388 0.013 -0.15
H 2.308289 -1.083779 -0.107994 -1.704 2.073 1.068 0.00
```
Forces are in eV/Å.

Computed properties:
- multiplicity = 3
- HOMO level (alpha / beta) (eV) = -8.32 / -13.89
- Kohn-Sham gap (alpha / beta) (eV) = 5.794 / 6.183
- net charge = +1